# 1
Entry from the OMol25 dataset: a structure of composition C20H23CoN3O6S2Si at a distorted geometry (ωB97M-V/def2-TZVPD).

Results
calculated total energy: -105048.222 eV
relative energy (zero: lowest compared OMol25 entry of this formula, charge and spin): 39.9 kJ/mol
net charge: -1
molar mass: 552.572 g/mol
⟨S²⟩: 6.011
2S+1: 5
E_HOMO (alpha / beta): -4.52 / -4.52 eV

Atoms and positions in Å:
Co: -0.440 -0.192 -0.116
C: 2.363 -2.579 0.052
Si: 2.810 -0.767 -0.034
C: 3.833 -0.670 -1.595
C: 3.725 -0.450 1.551
N: 1.447 0.302 -0.142
C: 1.727 1.616 -0.341
C: 3.002 2.209 -0.200
C: 3.249 3.547 -0.497
C: 2.209 4.381 -0.873
C: 0.928 3.846 -0.968
C: 0.709 2.508 -0.681
O: -0.553 1.942 -0.716
C: -1.655 2.730 -0.364
C: -1.623 3.421 0.826
C: -2.727 4.170 1.225
C: -3.866 4.156 0.443
C: -3.884 3.467 -0.768
C: -2.762 2.735 -1.173
H: 3.329 -3.124 0.059
H: 1.785 -2.918 -0.796
H: 1.823 -2.847 0.962
H: 4.704 -1.339 -1.431
H: 4.152 0.352 -1.836
H: 3.261 -1.108 -2.427
H: 4.799 -0.183 1.389
H: 3.685 -1.359 2.158
H: 3.198 0.366 2.087
H: 3.822 1.630 0.206
H: 4.273 3.875 -0.431
H: 2.381 5.429 -1.114
H: 0.090 4.478 -1.145
H: -0.728 3.367 1.461
H: -2.685 4.743 2.141
H: -4.770 4.624 0.831
H: -4.793 3.416 -1.377
H: -2.753 2.091 -2.055
O: -3.912 -1.361 1.214
S: -3.366 -0.092 0.831
O: -4.138 1.098 1.164
O: -2.660 -0.079 -0.429
S: -1.697 0.182 2.204
C: -1.873 -5.418 1.483
N: -1.380 -4.465 0.536
C: -1.410 -4.718 -0.795
C: -1.077 -3.833 -1.742
C: -0.716 -2.461 -1.296
O: -0.418 -1.497 -2.011
N: -0.683 -2.268 0.035
C: -1.027 -3.169 0.994
O: -1.048 -2.896 2.187
H: -2.067 -6.328 0.927
H: -2.766 -5.025 1.958
H: -1.182 -5.615 2.291
H: -1.638 -5.727 -1.113
H: -1.006 -4.193 -2.750



# 2
Entry from the OMol25 dataset: a structure of composition C9H6NO3 at a distorted geometry (ωB97M-V/def2-TZVPD).

Results
calculated total energy: -17050.159 eV
relative energy (zero: lowest compared OMol25 entry of this formula, charge and spin): 0.0 kJ/mol
net charge: +1
molar mass: 176.151 g/mol
E_HOMO: -13.47 eV

Atoms and positions in Å:
C: 1.514 0.277 1.022
C: 1.971 0.357 -0.368
C: 0.210 0.162 1.396
C: 1.239 -0.027 -1.432
C: -0.589 -0.209 0.265
C: -0.015 -0.639 -1.081
C: -1.969 -0.377 0.150
C: -2.333 -0.416 -1.230
C: -1.148 -2.130 -1.887
N: -1.228 -0.702 -1.931
O: -2.892 -0.240 1.110
O: -3.517 -0.311 -1.691
O: -0.076 -2.192 -1.182
H: 2.126 0.578 1.810
H: 2.933 0.675 -0.569
H: -0.278 0.277 2.311
H: 1.446 0.016 -2.434
H: -2.690 -0.716 1.898
H: -3.564 -0.075 -2.632



# 3
Entry from the OMol25 dataset: the ion C4H7N2 with charge +1 at a distorted geometry (ωB97M-V/def2-TZVPD).

Results
calculated total energy: -7229.199 eV
relative energy (zero: lowest compared OMol25 entry of this formula, charge and spin): 630.9 kJ/mol
net charge: +1
molar mass: 83.114 g/mol
E_HOMO: -13.86 eV

Atoms and positions in Å:
C: -0.703 -0.908 0.188
C: -1.595 0.242 -0.254
C: 2.572 -0.820 -0.282
C: 0.825 1.073 0.092
N: 2.084 0.496 -0.049
N: -0.304 0.432 0.294
H: -1.051 -1.478 0.966
H: -0.214 -1.511 -0.609
H: -1.634 0.234 -1.341
H: -2.567 0.513 0.178
H: 1.802 -1.554 -0.139
H: 0.963 2.189 0.161
H: 2.946 1.052 0.023



# 4
Entry from the OMol25 dataset: a cluster of 2 separate species, C6H15NO in total at a distorted geometry (ωB97M-V/def2-TZVPD).

Results
calculated total energy: -10002.488 eV
SMILES: CCC/C=C(/C)N.O
relative energy (zero: lowest compared OMol25 entry of this formula, charge and spin): 122.5 kJ/mol
molar mass: 117.192 g/mol
E_HOMO: -7.83 eV

Atoms and positions in Å:
C: 0.669 0.054 1.579
C: 1.781 0.794 0.829
C: 2.247 0.128 -0.483
C: 1.237 -0.716 -1.206
C: 0.143 -0.220 -1.799
C: -0.838 -1.101 -2.501
N: -0.167 1.129 -1.784
H: -0.186 -0.058 0.922
H: 0.979 -0.974 1.789
H: 0.354 0.622 2.457
H: 1.458 1.817 0.702
H: 2.640 0.858 1.517
H: 3.114 -0.486 -0.220
H: 2.593 0.913 -1.170
H: 1.346 -1.788 -1.135
H: -0.632 -2.156 -2.315
H: -0.820 -0.946 -3.583
H: -1.862 -0.917 -2.197
H: -0.756 1.482 -2.515
H: 0.526 1.789 -1.474
O: -3.919 -0.275 4.250
H: -4.876 -0.190 4.267
H: -3.573 0.394 3.657



Question: Among the records above, which one has the highest relative energy (zero: lowest compared OMol25 entry of this formula, charge and spin)?
Answer: C4H7N2



Repeat the third record exactly.
Entry from the OMol25 dataset: the ion C4H7N2 with charge +1 at a distorted geometry (ωB97M-V/def2-TZVPD).

Results
calculated total energy: -7229.199 eV
relative energy (zero: lowest compared OMol25 entry of this formula, charge and spin): 630.9 kJ/mol
net charge: +1
molar mass: 83.114 g/mol
E_HOMO: -13.86 eV

Atoms and positions in Å:
C: -0.703 -0.908 0.188
C: -1.595 0.242 -0.254
C: 2.572 -0.820 -0.282
C: 0.825 1.073 0.092
N: 2.084 0.496 -0.049
N: -0.304 0.432 0.294
H: -1.051 -1.478 0.966
H: -0.214 -1.511 -0.609
H: -1.634 0.234 -1.341
H: -2.567 0.513 0.178
H: 1.802 -1.554 -0.139
H: 0.963 2.189 0.161
H: 2.946 1.052 0.023